1.
Density functional theory data (ωB97M-V with the def2-TZVPD basis set) for the molecule C2H2N2O2.

```
8
Properties=species:S:1:pos:R:3:forces:R:3:mulliken_charge:R:1
O -1.256697 1.834979 -0.226994 0.1 0.7 -0.2 -0.69
N -0.524394 0.876952 -0.135797 0.1 -1.5 -0.6 0.72
C 0.443098 0.297552 -0.830770 0.4 0.3 0.0 -0.10
N 0.826136 -0.921937 -0.266904 1.1 1.6 -1.5 -0.40
C 0.114902 -1.041872 0.765473 -1.4 0.8 -0.4 0.03
O -0.853848 -0.059715 0.873026 0.9 -1.3 1.6 -0.32
H 0.947525 0.854194 -1.629351 -0.4 -0.6 0.4 0.36
H 0.303278 -1.840152 1.451317 -0.9 0.0 0.7 0.41
```
Positions in Å, forces in eV/Å.

Properties
Net charge: 0
Highest occupied orbital energy: -9.28 eV
Structure (SMILES): [O-][n+]1cnco1
E_tot: -337.2773 hartree
HOMO-LUMO gap: 9.91 eV
LUMO energy: 0.6 eV



2.
Density functional theory data (ωB97M-V with the def2-TZVPD basis set) for a structure of composition C43H44BCl2N5O6SSn.

```
103
Properties=species:S:1:pos:R:3:forces:R:3:mulliken_charge:R:1
Sn 0.709889 0.463222 -0.507414 -1.1 -0.6 -0.3 2.14
O 2.806820 1.006148 -1.993248 0.0 -0.2 -0.3 -0.45
C 3.103817 0.482298 -3.104965 0.2 0.4 0.3 0.02
C 4.454936 0.105063 -3.366342 0.4 -0.3 0.0 -0.32
C 4.870013 -0.404826 -4.567069 0.2 0.0 0.1 -0.54
C 3.961784 -0.571995 -5.607898 0.0 -0.3 -0.6 -0.64
C 2.642558 -0.227467 -5.400649 -0.1 0.0 0.0 -0.62
C 2.175415 0.273911 -4.184775 0.5 -0.1 -0.1 0.99
C 0.787765 0.634951 -4.100999 -0.8 0.3 0.0 -1.57
N 0.121933 0.793113 -3.019190 0.7 -0.1 0.2 1.23
N -1.194724 1.134285 -3.144447 -0.8 -0.2 -0.7 -0.65
C -1.656904 1.745793 -2.081939 0.6 0.3 -0.1 -0.34
O -0.985722 2.146950 -1.087409 0.0 -0.3 0.4 -0.95
C -3.112746 2.047395 -2.086561 -0.5 0.1 0.0 0.62
C -3.900580 2.021455 -3.235032 0.2 0.1 0.0 0.01
C -5.243348 2.353164 -3.175387 -0.2 0.0 -0.1 -0.56
C -5.826076 2.709760 -1.969070 -0.2 0.0 0.0 -0.36
C -5.055436 2.705658 -0.815704 -0.2 0.0 0.0 -0.61
C -3.715254 2.375822 -0.874276 0.2 0.0 0.0 -0.78
H 5.163713 0.228647 -2.555878 0.0 0.1 0.1 0.41
H 5.915771 -0.658957 -4.722044 0.0 0.0 0.1 0.35
H 4.286202 -0.971852 -6.561327 0.0 0.0 0.0 0.35
H 1.927341 -0.356875 -6.209726 0.0 0.0 0.0 0.31
H 0.274972 0.802953 -5.063309 -0.1 -0.1 0.2 0.16
H -3.447013 1.744154 -4.175123 0.1 0.0 0.0 0.40
H -5.845708 2.334781 -4.078041 0.0 0.0 0.0 0.35
H -6.877545 2.977554 -1.924378 0.0 0.0 0.0 0.35
H -5.507584 2.964570 0.133846 0.0 0.0 0.0 0.38
H -3.102561 2.365593 0.013727 0.1 0.0 0.1 0.55
N 4.848678 -1.627779 0.930655 -0.1 -0.5 -0.7 -0.07
C 5.414696 -0.977570 2.010499 0.3 0.3 0.7 -0.50
C 6.759950 -1.174862 2.298258 -0.2 0.0 -0.1 -0.60
C 7.341173 -0.589236 3.414962 0.1 0.0 0.0 -0.55
C 6.584722 0.215948 4.243673 0.1 0.0 0.0 -0.66
C 5.243040 0.439485 3.950881 0.0 -0.1 -0.2 -0.55
C 4.648111 -0.152142 2.851672 -0.1 -0.2 -0.5 0.84
S 2.925598 0.101321 2.480661 0.2 0.4 0.7 -0.20
N 2.658586 -0.740505 1.092314 0.5 -1.3 -0.8 -0.23
C 3.528664 -1.468836 0.490417 -0.1 1.3 1.7 0.38
C 3.148285 -2.158580 -0.718604 -0.3 -1.0 -1.5 0.19
C 3.924718 -3.189546 -1.283036 -0.1 0.5 0.7 -0.81
C 3.540239 -3.733189 -2.485350 -0.4 0.0 -0.5 -0.69
C 2.410022 -3.232003 -3.124414 0.5 -0.4 0.3 -1.70
C 1.668066 -2.268006 -2.461837 -0.2 -0.2 -0.5 0.13
N 2.004356 -1.761642 -1.297611 0.6 0.1 0.7 0.56
H 5.502465 -2.024380 0.273043 -0.2 0.1 0.0 0.24
H 7.349584 -1.804806 1.640598 0.0 0.0 0.0 0.36
H 8.384455 -0.779390 3.627208 0.1 0.0 0.0 0.35
H 7.030517 0.667245 5.118663 0.0 0.1 0.0 0.37
H 4.649397 1.077774 4.586522 -0.1 0.1 0.1 0.44
H 4.788729 -3.586219 -0.764528 0.0 0.0 0.0 0.54
H 4.106093 -4.549637 -2.918104 0.0 0.1 -0.1 0.39
H 2.112222 -3.598449 -4.094956 -0.1 0.0 0.0 0.45
H 0.749766 -1.894829 -2.879691 -0.2 0.1 -0.1 0.61
Cl 3.565364 5.713318 0.176493 0.5 0.4 0.1 -0.24
C 2.062015 4.829825 -0.096125 -0.3 -0.6 0.0 -0.48
Cl 2.245397 3.081624 0.198546 -0.1 1.0 0.0 0.13
H 1.785301 4.982899 -1.138306 0.0 -0.1 0.2 0.26
H 1.325683 5.241600 0.592031 0.0 -0.2 -0.2 0.30
C -2.805155 -2.596715 -3.467203 0.1 0.0 0.3 -2.09
C -2.624073 -2.828713 -1.960261 -0.5 -0.1 -0.3 1.77
C -2.828122 -4.315444 -1.661268 0.1 0.4 0.0 -2.14
O -1.281797 -2.465630 -1.649962 0.2 -0.7 -0.1 -0.82
B -1.254435 -1.273014 -0.957595 1.7 1.3 0.3 0.38
O -2.527241 -0.867423 -0.671617 -0.8 0.3 0.2 0.15
C -3.475228 -1.853238 -1.072750 -0.4 -0.4 0.1 1.75
C -4.021608 -2.496038 0.210338 0.2 0.1 -0.3 -2.30
C -4.626849 -1.175200 -1.814943 0.4 0.0 0.2 -1.83
H -2.124356 -3.257004 -4.002549 0.1 0.0 0.0 0.49
H -2.545695 -1.569347 -3.707897 0.0 0.2 -0.1 0.28
H -3.819877 -2.803901 -3.801456 -0.1 0.0 0.0 0.38
H -2.151605 -4.894375 -2.285022 0.1 -0.1 -0.1 0.47
H -3.851456 -4.616114 -1.879197 -0.1 -0.1 0.0 0.36
H -2.600160 -4.538583 -0.625485 0.0 -0.1 0.2 0.37
H -3.216751 -2.939464 0.790915 0.1 -0.1 0.1 0.42
H -4.775914 -3.248619 -0.015409 -0.1 -0.1 0.0 0.34
H -4.472161 -1.710730 0.814240 0.0 0.0 0.0 0.50
H -4.240063 -0.489600 -2.561212 0.0 0.0 -0.1 0.30
H -5.214633 -0.596730 -1.106488 -0.1 0.1 0.1 0.44
H -5.273087 -1.910850 -2.291316 -0.1 -0.1 0.0 0.34
C -3.388589 3.094491 6.907258 0.0 0.0 -0.2 -1.51
C -2.641295 2.333145 5.843799 0.0 0.0 0.2 0.90
C -3.219766 1.262379 5.177342 0.0 0.1 0.0 -1.11
C -2.519937 0.566105 4.196448 0.1 0.0 0.0 0.80
C -3.150731 -0.571647 3.449415 0.0 0.0 0.1 -1.30
C -1.214021 0.945354 3.889088 0.1 -0.2 -0.1 0.44
C -0.624588 2.026077 4.546593 -0.1 0.0 0.0 1.11
C 0.773911 2.428317 4.193095 0.0 0.1 -0.1 -1.10
C -1.345560 2.708867 5.515408 -0.1 -0.1 0.0 -1.04
C -0.401403 0.166180 2.834772 -0.5 0.6 0.4 0.01
O -0.128695 -1.002202 3.090556 0.1 -0.8 0.2 -0.77
O -0.083418 0.846176 1.830399 0.0 0.2 -0.3 -0.29
H -4.259453 2.536675 7.249599 -0.1 0.0 0.1 0.36
H -3.729205 4.054962 6.515000 -0.1 0.1 0.1 0.27
H -2.738405 3.292328 7.761050 -0.1 0.0 0.1 0.35
H -4.239461 0.973891 5.419400 0.0 0.0 0.0 0.25
H -4.157236 -0.774744 3.816156 -0.1 0.0 0.0 0.33
H -2.537968 -1.466915 3.546724 0.0 0.0 0.0 0.38
H -3.190887 -0.330309 2.387720 -0.1 -0.1 -0.1 0.01
H 1.464730 1.616236 4.416649 0.1 0.0 0.1 0.12
H 1.082738 3.326030 4.726903 0.0 0.0 0.1 0.36
H 0.839082 2.598943 3.120787 0.1 0.0 -0.1 0.09
H -0.897196 3.551691 6.032069 0.1 0.0 0.0 0.31
```
Positions in Å, forces in eV/Å.

Properties
Net charge: -2
Highest occupied orbital energy: -0.53 eV
E_tot: -3948.0733 hartree
HOMO-LUMO gap: 4.62 eV
LUMO energy: 4.1 eV